Entry 1:
The following is a DFT calculation (ωB97M-V/def2-TZVPD) of a single C6H12O molecule.

XYZ file:
```
19
Properties=species:S:1:pos:R:3:forces:R:3
C -1.9086 -1.4262 -0.3548 0.03 -0.03 0.08
C -2.0880 -0.1308 -0.5865 -0.12 -0.17 -0.03
C -1.1454 1.0035 -0.2818 0.03 0.08 0.10
C 0.1649 0.6737 0.4503 0.15 0.20 -0.24
O -0.0232 -0.2043 1.5555 -0.37 0.11 0.22
C 1.2281 0.0771 -0.4682 -0.03 -0.01 -0.10
C 2.5442 -0.2025 0.2504 0.06 -0.01 0.04
H -2.6804 -2.1489 -0.6013 0.06 0.12 -0.03
H -1.0104 -1.8026 0.1197 -0.08 -0.01 -0.11
H -3.0424 0.1700 -1.0186 0.15 0.07 -0.03
H -1.7003 1.7424 0.3131 0.02 -0.06 -0.03
H -0.8961 1.5319 -1.2143 -0.03 -0.11 0.15
H 0.5746 1.6259 0.8320 -0.10 -0.11 -0.07
H -0.9118 -0.0573 1.9169 0.40 -0.08 -0.12
H 1.4007 0.7960 -1.2802 -0.05 -0.09 0.10
H 0.8450 -0.8378 -0.9352 0.04 0.10 0.09
H 2.9558 0.7156 0.6876 -0.08 -0.12 -0.05
H 2.4022 -0.9242 1.0593 0.03 0.09 -0.11
H 3.2910 -0.6015 -0.4439 -0.11 0.03 0.11
```
Forces are in eV/Å.

Its energy relative to the best compared isomer or geometry (same formula, charge and spin) is 23.6 kcal per mole. The HOMO energy comes out at -9.702 eV. The calculation puts the largest force on an atom at 0.45 eV Å⁻¹. As for the LUMO energy: 0.97 eV. The total energy is -8463.33235 eV. The calculation puts the frontier orbital gap at 10.67 eV.

=====

Entry 2:
The following is a DFT calculation (ωB97M-V/def2-TZVPD) of a single C6H12O molecule in a non-equilibrium geometry.

XYZ file:
```
19
Properties=species:S:1:pos:R:3:forces:R:3
C 1.6010 1.0871 0.2944 0.00 0.04 0.00
C 0.7801 -0.2048 0.2223 -0.07 -0.02 0.04
C 1.5392 -1.3152 -0.5082 0.04 -0.05 -0.01
C -0.5441 0.0425 -0.4759 0.10 0.10 -0.14
C -1.7500 -0.8593 -0.2246 -0.11 -0.12 -0.03
C -1.7551 0.5648 0.2027 -0.17 0.10 -0.62
O -1.8101 1.0386 1.5144 -0.11 0.07 -0.01
H 1.0634 1.8554 0.8602 0.07 -0.10 -0.09
H 2.5687 0.9193 0.7827 -0.17 -0.02 -0.06
H 1.8044 1.4809 -0.7103 -0.06 -0.08 0.13
H 0.5848 -0.5329 1.2531 -0.06 0.03 -0.15
H 2.4935 -1.5425 -0.0201 -0.13 0.05 -0.04
H 1.7546 -1.0192 -1.5434 -0.03 -0.02 0.16
H 0.9442 -2.2343 -0.5440 0.09 0.12 0.01
H -0.4422 0.4506 -1.4805 0.17 -0.29 -0.03
H -2.4325 -1.0745 -1.0418 0.23 -0.23 0.06
H -1.6533 -1.6527 0.5143 0.10 0.26 -0.05
H -2.3775 1.1998 -0.4188 0.05 -0.13 -0.34
H -2.3690 1.7963 1.3234 0.06 0.29 1.18
```
Forces are in eV/Å.

Its energy relative to the best compared isomer or geometry (same formula, charge and spin) is 33.7 kcal per mole. The HOMO energy comes out at -9.316 eV. The calculation puts the largest force on an atom at 1.22 eV Å⁻¹. As for the LUMO energy: 0.86 eV. The total energy is -8462.89309 eV. The calculation puts the frontier orbital gap at 10.18 eV.

=====

Entry 3:
The following is a DFT calculation (ωB97M-V/def2-TZVPD) of 2 unconnected molecules or ions with the total composition C6H12O.

XYZ file:
```
19
Properties=species:S:1:pos:R:3:forces:R:3
C 0.2272 -0.0873 0.2394 -0.06 -0.01 -0.02
C 1.3613 -0.7302 1.0025 0.05 0.11 -0.02
C 2.0667 -1.9211 0.4238 0.16 -0.08 -0.14
C 1.1428 -2.0996 1.5950 -0.10 -0.07 0.15
H 0.5079 0.5180 -0.6382 0.37 -0.21 0.26
H -0.4479 -0.8612 -0.1320 0.01 0.03 0.07
H -0.3641 0.5732 0.8748 0.01 -0.15 0.10
H 1.9747 -0.0648 1.6066 -0.07 -0.04 -0.17
H 1.7334 -2.2884 -0.5433 0.04 0.09 0.13
H 3.1340 -2.0174 0.6000 -0.16 -0.02 -0.05
H 0.1778 -2.5699 1.4173 0.19 0.10 0.01
H 1.5848 -2.3402 2.5590 -0.09 0.12 -0.18
C -1.6608 2.5987 -1.3129 0.02 0.03 0.05
C -2.1157 1.1606 -1.2593 -0.26 -0.02 0.32
O -2.5255 0.6306 -0.2538 -0.01 0.30 -0.58
H -0.9794 2.7834 -2.1475 -0.07 -0.07 0.11
H -2.5425 3.2354 -1.4510 0.06 -0.10 -0.03
H -1.1957 2.8871 -0.3655 -0.07 -0.10 -0.14
H -2.0791 0.5929 -2.2151 -0.01 0.08 0.13
```
Forces are in eV/Å.

Its energy relative to the best compared isomer or geometry (same formula, charge and spin) is 39.1 kcal per mole. The HOMO energy comes out at -9.971 eV. The calculation puts the largest force on an atom at 0.65 eV Å⁻¹. As for the LUMO energy: 1.03 eV. The total energy is -8462.65743 eV. The calculation puts the frontier orbital gap at 11.00 eV.

=====

Entry 4:
The following is a DFT calculation (ωB97M-V/def2-TZVPD) of 2 unconnected molecules or ions with the total composition C6H12O in a non-equilibrium geometry.

XYZ file:
```
19
Properties=species:S:1:pos:R:3:forces:R:3
C 1.1870 -1.8279 0.9942 0.08 1.01 -0.19
C 0.7293 -0.5816 1.1450 1.41 -0.08 -0.26
C 0.5331 0.3305 -0.0452 -0.44 0.01 0.04
C -0.7494 1.1127 0.0942 -0.45 0.75 0.07
C -1.8286 0.9597 -0.6803 0.66 0.18 -1.15
C -0.7570 2.1905 1.1813 -0.20 -0.90 -0.72
H 1.5124 -2.0896 -0.0140 -0.57 -0.61 0.38
H 1.3753 -2.4653 1.8457 0.18 -0.07 -0.05
H 0.8053 -0.0836 2.1113 -0.83 -0.31 0.13
H 0.5247 -0.2658 -0.9621 0.08 0.14 0.15
H 1.3578 1.0548 -0.0787 0.01 -0.11 -0.08
H -2.7403 1.5423 -0.6131 0.14 0.17 0.50
H -1.7820 0.4431 -1.6470 0.09 -0.52 0.66
H -0.7575 1.7126 2.1600 -0.10 0.26 0.20
H -1.6630 2.7685 0.9957 0.17 0.21 0.54
H 0.1360 2.8220 1.0995 -0.21 -0.07 0.00
O 0.7887 -2.3686 -2.1284 -0.21 -0.58 -1.27
H 0.8874 -3.2520 -2.5082 0.37 -0.49 0.83
H 0.4406 -2.0024 -2.9499 -0.18 1.00 0.21
```
Forces are in eV/Å.

Its energy relative to the best compared isomer or geometry (same formula, charge and spin) is 47.1 kcal per mole. The HOMO energy comes out at -9.104 eV. The calculation puts the largest force on an atom at 1.44 eV Å⁻¹. As for the LUMO energy: 0.62 eV. The total energy is -8462.30960 eV. The calculation puts the frontier orbital gap at 9.73 eV.

=====

Entry 5:
The following is a DFT calculation (ωB97M-V/def2-TZVPD) of a single C6H12O molecule.

XYZ file:
```
19
Properties=species:S:1:pos:R:3:forces:R:3
C -0.5929 2.4546 0.4343 0.02 0.18 -0.07
O -1.2962 1.2691 0.7024 -0.11 -0.07 -0.03
C -0.4993 0.1713 1.0835 0.10 -0.21 0.10
C 0.0606 -0.6404 -0.0940 -0.08 0.04 -0.03
C -0.6885 -0.4790 -1.3997 -0.02 -0.01 -0.05
C 1.5376 -0.9280 -0.1638 0.18 0.15 -0.05
C 0.5804 -2.0040 0.2644 -0.09 -0.16 0.08
H 0.1925 2.3202 -0.3181 0.00 -0.06 0.00
H -0.1382 2.8592 1.3473 0.02 -0.02 -0.03
H -1.3216 3.1744 0.0526 0.13 -0.07 0.06
H 0.3281 0.5019 1.7344 -0.15 -0.07 -0.03
H -1.1632 -0.4713 1.6775 0.12 0.11 -0.13
H -0.5459 0.5265 -1.8123 -0.06 -0.16 0.05
H -1.7639 -0.6311 -1.2623 0.13 0.00 -0.01
H -0.3293 -1.2028 -2.1412 -0.03 0.11 0.15
H 2.1847 -0.4986 0.5972 -0.11 -0.04 -0.10
H 1.9994 -1.0201 -1.1447 -0.11 0.06 0.16
H 0.5718 -2.2840 1.3162 0.02 0.05 -0.16
H 0.3806 -2.8262 -0.4177 0.04 0.14 0.08
```
Forces are in eV/Å.

Its energy relative to the best compared isomer or geometry (same formula, charge and spin) is 37.7 kcal per mole. The HOMO energy comes out at -9.698 eV. The calculation puts the largest force on an atom at 0.25 eV Å⁻¹. As for the LUMO energy: 1.03 eV. The total energy is -8462.71797 eV. The calculation puts the frontier orbital gap at 10.73 eV.

=====

Entry 6:
The following is a DFT calculation (ωB97M-V/def2-TZVPD) of 2 unconnected molecules or ions with the total composition C6H12O.

XYZ file:
```
19
Properties=species:S:1:pos:R:3:forces:R:3
C -1.3888 0.9947 0.8323 -0.01 -0.19 0.15
C -1.0235 -0.1688 0.2981 -0.20 0.03 0.49
C -1.9371 -1.0005 -0.5700 -0.03 0.00 0.08
C 0.2609 -0.8318 0.6960 -0.21 0.03 0.34
O 1.1186 -1.4401 -0.2635 -0.08 -0.09 -0.15
C 1.6623 -0.4022 0.5504 0.12 0.17 0.18
C 2.2043 0.8161 -0.1535 -0.08 0.00 -0.01
H -0.7124 1.5655 1.4629 -0.11 -0.10 -0.02
H -2.3637 1.4262 0.6147 0.16 -0.04 0.05
H -2.6657 -0.3857 -1.1101 0.16 -0.05 0.19
H -1.3868 -1.6055 -1.3007 0.01 0.20 0.20
H -2.4882 -1.6830 0.0849 0.00 -0.07 -0.15
H 0.0597 -1.4858 1.5465 0.18 -0.08 0.03
H 2.3247 -0.7695 1.3403 -0.07 -0.03 -0.17
H 1.6068 1.0816 -1.0245 0.07 0.00 0.19
H 3.2242 0.6063 -0.4973 -0.16 0.01 0.09
H 2.2530 1.6724 0.5282 -0.03 -0.12 -0.07
H -0.2420 0.5946 -1.7964 0.01 0.36 -0.48
H -0.5063 1.0157 -1.2382 0.28 -0.01 -0.92
```
Forces are in eV/Å.

Its energy relative to the best compared isomer or geometry (same formula, charge and spin) is 77.3 kcal per mole. The HOMO energy comes out at -9.306 eV. The calculation puts the largest force on an atom at 0.97 eV Å⁻¹. As for the LUMO energy: 1.10 eV. The total energy is -8461.00113 eV. The calculation puts the frontier orbital gap at 10.40 eV.

=====

Entry 7:
The following is a DFT calculation (ωB97M-V/def2-TZVPD) of a single C6H12O molecule in a non-equilibrium geometry.

XYZ file:
```
19
Properties=species:S:1:pos:R:3:forces:R:3
C 2.7565 -0.3651 0.4526 0.05 -0.01 0.06
C 1.7507 -0.3684 -0.6893 0.07 0.05 -0.15
C 0.3989 0.1850 -0.3068 0.24 -0.08 -0.05
C -2.1018 1.4317 0.0388 0.29 1.41 -0.02
C -2.4921 0.0701 -0.0552 -0.15 -2.19 0.86
C -1.4282 -1.0179 0.3503 -1.10 -0.41 -0.18
O -0.1860 -0.6872 0.6664 0.83 0.50 -0.04
H 2.9816 0.6587 0.7740 -0.03 -0.15 -0.04
H 2.3616 -0.9114 1.3146 0.09 0.06 -0.11
H 3.6922 -0.8383 0.1407 -0.08 0.07 0.10
H 2.1207 0.2269 -1.5331 0.03 -0.09 0.09
H 1.5851 -1.3872 -1.0599 0.11 0.10 0.03
H 0.4501 1.1952 0.1192 0.09 -0.15 -0.14
H -1.6708 1.8135 0.9587 -0.07 -0.05 -0.13
H -2.0585 2.0719 -0.8368 -0.07 -0.04 0.19
H -3.0242 -0.2157 -0.9676 0.15 0.10 0.10
H -3.1224 -0.2029 0.8174 -0.44 0.42 -0.38
H -1.7595 -1.8353 0.9980 -0.15 0.24 -0.16
H -0.2539 0.1767 -1.1819 0.14 0.21 -0.02
```
Forces are in eV/Å.

Its energy relative to the best compared isomer or geometry (same formula, charge and spin) is 103.8 kcal per mole. The HOMO energy (spin up / spin down) comes out at -6.838 / -7.703 eV. The calculation puts the largest force on an atom at 2.36 eV Å⁻¹. As for the LUMO energy (spin up / spin down): 0.53 / 1.00 eV. The total energy is -8459.85160 eV. The calculation puts the frontier orbital gap (spin up / spin down) at 7.37 / 8.70 eV.

=====

Entry 8:
The following is a DFT calculation (ωB97M-V/def2-TZVPD) of a single C6H12O molecule.

XYZ file:
```
19
Properties=species:S:1:pos:R:3:forces:R:3
C -1.9447 0.9472 0.1739 0.00 0.01 -0.06
C -0.5332 0.3733 0.2609 -0.05 0.01 -0.27
O -0.1066 0.4721 1.6252 -0.05 -0.15 0.19
C -0.3988 -1.0705 -0.2454 -0.08 -0.05 0.01
C 1.0816 -1.3624 0.0114 -0.02 -0.02 -0.05
C 1.7489 -0.0343 -0.4490 0.05 0.06 -0.02
C 0.6000 1.0191 -0.5479 -0.01 0.06 0.03
H -2.6200 0.3097 0.7617 0.12 0.11 -0.12
H -2.3424 0.9935 -0.8457 0.18 -0.03 0.07
H -1.9826 1.9472 0.6186 0.09 -0.12 -0.14
H -0.4441 -0.2939 2.1022 -0.06 0.08 0.07
H -1.1462 -1.7608 0.1633 0.26 0.00 0.19
H -0.5434 -1.0527 -1.3338 -0.19 -0.02 0.15
H 1.2731 -1.5384 1.0763 -0.06 0.03 -0.24
H 1.4417 -2.2425 -0.5300 -0.03 0.18 -0.01
H 2.2718 -0.1775 -1.4011 -0.16 0.13 0.10
H 2.4939 0.2987 0.2787 -0.09 -0.08 -0.12
H 0.2494 1.1833 -1.5768 0.19 -0.11 0.19
H 0.9015 1.9887 -0.1425 -0.10 -0.11 0.02
```
Forces are in eV/Å.

Its energy relative to the best compared isomer or geometry (same formula, charge and spin) is 4.6 kcal per mole. The HOMO energy comes out at -10.260 eV. The calculation puts the largest force on an atom at 0.32 eV Å⁻¹. As for the LUMO energy: 0.96 eV. The total energy is -8464.15567 eV. The calculation puts the frontier orbital gap at 11.22 eV.

=====

Entry 9:
The following is a DFT calculation (ωB97M-V/def2-TZVPD) of 2 unconnected molecules or ions with the total composition C6H12O.

XYZ file:
```
19
Properties=species:S:1:pos:R:3:forces:R:3
C 1.7873 0.7418 -1.8488 0.06 0.12 -0.09
C 0.8100 -0.1053 -1.1081 0.02 0.12 0.22
C 0.0104 0.3656 -0.1485 0.09 0.23 -0.54
C -0.6841 -0.5060 0.8521 0.56 -0.09 0.39
C -1.7802 0.1025 1.7370 0.13 0.07 0.09
C 0.7303 -0.6523 1.4837 -0.21 -0.26 0.67
O 1.2611 0.1202 2.2469 -0.50 -0.45 0.06
H 1.7442 0.5711 -2.9283 0.02 0.04 0.08
H 1.5990 1.7998 -1.6464 0.09 -0.11 -0.08
H 2.8061 0.5082 -1.5155 -0.09 0.05 -0.11
H 0.8035 -1.1770 -1.3304 -0.06 0.25 0.02
H 0.0539 1.4112 0.1471 0.03 0.01 -0.20
H -0.9824 -1.4793 0.4396 0.21 0.28 -0.01
H -2.7265 -0.4522 1.6848 0.35 0.05 -0.14
H -2.0055 1.1463 1.4931 0.15 -0.17 -0.02
H -1.4430 0.0729 2.7752 -0.09 0.11 0.00
H 1.2686 -1.5137 1.0414 0.10 0.05 0.16
H -1.3454 -0.3914 -1.9139 -0.50 -0.13 -0.12
H -1.9074 -0.5624 -1.4612 -0.36 -0.17 -0.37
```
Forces are in eV/Å.

Its energy relative to the best compared isomer or geometry (same formula, charge and spin) is 66.0 kcal per mole. The HOMO energy comes out at -9.039 eV. The calculation puts the largest force on an atom at 0.75 eV Å⁻¹. As for the LUMO energy: 1.10 eV. The total energy is -8461.49228 eV. The calculation puts the frontier orbital gap at 10.14 eV.

=====

Entry 10:
The following is a DFT calculation (ωB97M-V/def2-TZVPD) of a single C6H12O molecule.

XYZ file:
```
19
Properties=species:S:1:pos:R:3:forces:R:3
C -2.3964 -0.1486 0.5147 -0.05 -0.05 -0.02
C -0.9437 0.1480 0.8773 0.04 0.00 0.04
C 1.5900 1.1537 0.0540 0.11 -0.22 -0.32
C 1.8238 1.4723 -1.3703 0.06 0.12 0.10
C 1.5217 -0.3220 0.2785 0.02 0.07 0.08
C 0.0420 -0.7462 0.1213 -0.04 0.35 -0.15
O -0.0154 -2.0908 0.5619 -0.21 -0.17 -0.04
H -2.6761 -1.1892 0.7220 0.01 0.14 0.00
H -2.5761 0.0409 -0.5509 0.02 -0.05 0.15
H -3.0822 0.4859 1.0840 0.09 -0.10 -0.07
H -0.7680 0.0141 1.9516 -0.02 0.02 -0.12
H -0.7146 1.1975 0.6602 -0.04 -0.15 0.02
H 0.8392 1.2466 -1.8271 0.05 0.01 0.07
H 2.0244 2.5289 -1.5653 0.00 -0.16 0.02
H 2.5455 0.8289 -1.8981 -0.10 -0.01 0.10
H 1.8051 -0.5750 1.3073 -0.06 0.08 -0.11
H 2.1089 -0.9455 -0.4170 -0.07 0.14 0.06
H -0.2045 -0.7007 -0.9555 0.04 -0.01 0.15
H -0.9237 -2.3990 0.4513 0.16 -0.01 0.03
```
Forces are in eV/Å.

Its energy relative to the best compared isomer or geometry (same formula, charge and spin) is 91.7 kcal per mole. The HOMO energy comes out at -8.136 eV. The calculation puts the largest force on an atom at 0.40 eV Å⁻¹. As for the LUMO energy: 0.13 eV. The total energy is -8460.37949 eV. The calculation puts the frontier orbital gap at 8.26 eV.